(1)
Here is a molecular structure, C34H53BrCdN2P2 from OMol25. Energies are from wB97M-V/def2-TZVPD.

Its total energy is -4860.5236 Ha. For the energy above the lowest of the compared OMol25 structures with the same formula, charge and spin, the calculation gives 86.08 kJ/mol. The net charge is +2.

Cartesian coordinates (Å):
N  -4.2453  4.9020  -3.3617
C  -3.4989  5.4080  -2.3711
C  -2.2781  4.8557  -2.0105
C  -1.7169  3.8001  -2.7811
C  -2.5416  3.2794  -3.8232
C  -3.8025  3.8524  -4.0500
C  -0.4282  3.2418  -2.4467
Cd  1.8958  2.4146  -2.3241
P  4.1324  1.8026  -1.4447
C  0.0009  1.9766  -2.9941
C  -0.3815  0.7006  -2.3442
C  0.3620  -0.4612  -2.6231
C  0.2651  -1.5405  -1.7755
C  -0.8070  -1.6434  -0.8762
C  -1.7108  -0.5576  -0.7783
C  -1.4194  0.6354  -1.3981
Br  0.3631  -0.6647  1.4719
H  0.0912  3.7546  -1.6111
H  0.1256  1.9354  -4.0848
H  -1.7551  5.2650  -1.1508
H  -2.2044  2.4625  -4.4612
H  -3.9071  6.2924  -1.8627
H  -4.4527  3.4538  -4.8362
H  1.0079  -0.5057  -3.4995
H  -1.9941  1.5325  -1.1670
H  0.9731  -2.3572  -1.8416
H  -2.6377  -0.6644  -0.2097
P  -1.3964  -3.3776  -0.6290
C  3.4623  3.4511  -0.6067
C  4.4541  4.0184  0.4041
H  2.5512  3.1860  -0.0423
H  3.2528  4.1827  -1.4177
H  4.2580  5.0911  0.5241
H  4.3006  3.5449  1.3815
H  5.5032  3.9086  0.1201
C  3.8294  0.4774  -2.8179
C  4.7534  -0.7371  -2.8792
H  3.8874  1.0311  -3.7674
H  2.7951  0.1178  -2.6626
H  4.4657  -1.3294  -3.7588
H  5.8047  -0.4578  -3.0037
H  4.6601  -1.3841  -1.9981
C  3.6438  0.7385  -0.0188
C  4.7540  -0.0890  0.6411
H  2.8277  0.0934  -0.3719
H  3.2128  1.3995  0.7491
H  4.2796  -0.8592  1.2600
H  5.4145  -0.5876  -0.0737
H  5.3735  0.5305  1.3021
C  -1.1901  -3.8563  1.0896
C  -1.4466  -5.3364  1.3853
H  -1.8520  -3.2248  1.6981
H  -0.1550  -3.5992  1.3591
H  -2.4767  -5.6230  1.1437
H  -0.7553  -5.9780  0.8231
H  -1.2898  -5.5397  2.4534
C  -0.5147  -4.5383  -1.7006
C  -0.7372  -4.3317  -3.2015
H  -0.8295  -5.5528  -1.4121
H  0.5552  -4.4589  -1.4655
H  -1.7716  -4.5439  -3.4977
H  -0.4891  -3.3130  -3.5160
H  -0.0835  -5.0057  -3.7702
C  -3.1146  -3.4339  -1.1929
C  -4.1779  -2.9698  -0.1996
H  -3.3042  -4.4589  -1.5498
H  -3.1455  -2.8001  -2.0911
H  -4.5207  -1.9599  -0.4509
H  -5.0514  -3.6320  -0.2495
H  -3.8222  -2.9535  0.8367
C  0.5869  -0.2850  5.4422
N  -0.2296  -1.0624  4.4679
C  -0.5326  -2.4099  5.0083
C  -1.5149  -0.3686  4.0848
C  -1.2096  0.9461  3.4367
C  -1.7617  2.1080  3.9854
C  -1.4598  3.3579  3.4479
C  -0.7150  3.4338  2.2739
C  -0.2440  2.2505  1.6636
C  -0.4196  1.0164  2.2831
H  -0.0663  -0.0102  6.2815
H  1.0137  0.6107  4.9797
H  1.3928  -0.9436  5.7750
H  0.3058  -1.1572  3.5685
H  -1.2064  -2.2735  5.8603
H  -1.0241  -3.0127  4.2381
H  0.4054  -2.8782  5.3171
H  -2.0643  -1.0481  3.4209
H  -2.0985  -0.2704  5.0101
H  -2.4284  2.0105  4.8457
H  -1.8148  4.2609  3.9464
H  -0.5017  4.4013  1.8078
H  0.2361  2.3136  0.6845

(2)
Here is 11 unconnected molecules or ions with the total composition C34H53Cl20N3O3S from OMol25. Energies are from wB97M-V/def2-TZVPD.

As for the SMILES: O=C1NC(=O)c2cc(CCCCSc3nnco3)ccc21.ClCCCl.ClCCCl.ClCCCl.ClCCCl.ClCCCl.ClCCCl.ClCCCl.ClCCCl.ClCCCl.ClCCCl. Its total energy is -11319.3856 Ha. For the energy above the lowest of the compared OMol25 structures with the same formula, charge and spin, the calculation gives 0.00 kJ/mol.

Cartesian coordinates (Å):
O  -3.2196  0.6133  7.2605
C  -3.2571  0.1566  6.1645
N  -4.4533  -0.0236  5.3881
C  -4.0697  -0.0754  3.9990
O  -4.7822  0.1494  3.0782
C  -2.6285  -0.4938  4.0130
C  -1.8237  -0.9814  2.9994
C  -0.5134  -1.3278  3.3368
C  0.3785  -1.9179  2.2715
C  -0.0267  -3.4084  2.1023
C  -0.0565  -4.1948  3.3991
C  -0.3895  -5.6917  3.1549
S  -1.8698  -6.2514  4.0621
C  -3.0591  -5.0334  3.7657
N  -3.0889  -4.0856  2.8780
N  -4.2529  -3.3949  3.0471
C  -4.8691  -3.9428  4.0413
O  -4.1708  -4.9780  4.5325
C  -0.0266  -1.1768  4.6354
C  -0.8470  -0.6759  5.6465
C  -2.1445  -0.3544  5.2992
H  -4.9287  -0.8940  5.6070
H  -2.2423  -1.0818  1.9975
H  0.1932  -1.4577  1.3118
H  1.4369  -1.8029  2.4944
H  0.7012  -3.8664  1.4260
H  -0.9851  -3.4103  1.5843
H  0.9376  -4.1257  3.8447
H  -0.7765  -3.8207  4.1198
H  0.4008  -6.2814  3.6090
H  -0.5247  -5.9103  2.1009
H  -5.8192  -3.6237  4.4250
H  0.9933  -1.4807  4.8276
H  -0.4768  -0.5691  6.6562
Cl  -8.7872  0.1571  4.4434
C  -7.7085  1.4682  4.9980
C  -8.1490  2.0493  6.3150
Cl  -9.6778  2.9607  6.1783
H  -7.6754  2.2242  4.2179
H  -6.7137  1.0384  5.1016
H  -7.3948  2.7469  6.6748
H  -8.2878  1.2748  7.0650
Cl  2.8023  -0.4526  -0.8119
C  2.0794  1.1780  -0.7945
C  2.0511  1.7690  0.5899
Cl  0.8991  0.8948  1.6380
H  1.0781  1.1044  -1.2141
H  2.6832  1.7924  -1.4580
H  1.7254  2.8071  0.5422
H  3.0298  1.7405  1.0605
Cl  5.4464  2.3853  -0.6573
C  6.4914  3.6997  -0.0582
C  6.0260  4.2295  1.2719
Cl  4.4764  5.1050  1.1369
H  6.5131  4.4831  -0.8129
H  7.4956  3.2885  0.0387
H  6.7578  4.9356  1.6615
H  5.8969  3.4308  1.9983
Cl  -2.1377  -0.9682  -0.0501
C  -2.4645  -0.1815  -1.6183
C  -1.8963  -0.9611  -2.7749
Cl  -0.1113  -0.9371  -2.7898
H  -2.0598  0.8269  -1.5748
H  -3.5461  -0.1118  -1.7197
H  -2.2292  -0.5206  -3.7113
H  -2.2163  -2.0001  -2.7554
Cl  -6.6765  0.4930  -1.3172
C  -7.1502  -0.8319  -2.4092
C  -5.9512  -1.5323  -2.9913
Cl  -5.0599  -0.4913  -4.1369
H  -7.7866  -0.4185  -3.1874
H  -7.7351  -1.5373  -1.8212
H  -6.2672  -2.4141  -3.5458
H  -5.2593  -1.8472  -2.2126
Cl  3.6884  2.1931  -3.6898
C  4.3123  1.6236  -5.2598
C  5.7526  1.1912  -5.1716
Cl  6.8511  2.5715  -4.9051
H  4.1810  2.4217  -5.9865
H  3.6897  0.7810  -5.5581
H  6.0524  0.7266  -6.1097
H  5.9050  0.4745  -4.3684
Cl  -2.5958  -8.6028  7.7373
C  -2.8233  -9.8334  6.4694
C  -1.5189  -10.4527  6.0375
Cl  -0.4915  -9.2946  5.1559
H  -3.3348  -9.3631  5.6332
H  -3.4729  -10.6022  6.8848
H  -1.7133  -11.2840  5.3617
H  -0.9525  -10.8253  6.8870
Cl  8.0731  5.6654  -4.7708
C  6.6739  6.4099  -3.9559
C  7.0891  7.2907  -2.8065
Cl  7.7662  6.3551  -1.4448
H  6.0110  5.6087  -3.6335
H  6.1553  7.0062  -4.7040
H  6.2219  7.8256  -2.4231
H  7.8354  8.0192  -3.1122
Cl  5.2611  8.0514  -6.9150
C  5.9276  7.4473  -8.4558
C  7.3726  7.0397  -8.3247
Cl  8.4419  8.4392  -8.0584
H  5.7961  8.2247  -9.2038
H  5.3278  6.5859  -8.7448
H  7.7001  6.5582  -9.2448
H  7.5176  6.3453  -7.5002
Cl  -2.0107  -1.8458  -6.7043
C  -1.0130  -0.4224  -6.3042
C  -0.2542  0.0999  -7.4963
Cl  1.0316  -1.0188  -8.0196
H  -0.3421  -0.7004  -5.4948
H  -1.6932  0.3469  -5.9389
H  0.2300  1.0398  -7.2355
H  -0.9128  0.2748  -8.3432